Model a:
Below is an isolated molecule of C6H11NO, with properties calculated with wB97M-V/def2-TZVPD.

As for the net charge: 0. The HOMO-LUMO gap comes out at 4.16 eV.

Positions of all 19 atoms, in Å:
C: -0.308 0.681 0.484
N: -0.730 1.927 0.145
C: 0.214 2.713 -0.723
O: 0.942 1.930 -1.489
C: -0.515 -0.441 -0.685
C: -0.912 -1.702 -0.139
C: 0.045 -2.423 0.590
C: 1.384 -2.278 0.686
H: 0.788 0.749 0.558
H: -0.623 0.310 1.465
H: 0.858 3.242 0.024
H: -0.411 3.459 -1.243
H: -1.108 -0.019 -1.476
H: 0.492 -0.574 -1.069
H: -1.959 -1.991 -0.093
H: -1.686 2.216 0.282
H: -0.314 -3.298 1.130
H: 1.928 -3.149 1.034
H: 1.917 -1.352 0.520

=====

Model b:
Below is an isolated molecule of C6H11NO, with properties calculated with wB97M-V/def2-TZVPD.

As for the net charge: 0. The HOMO-LUMO gap (alpha / beta) comes out at 7.56 / 7.56 eV.

Positions of all 19 atoms, in Å:
C: -1.003 0.687 -1.097
C: 1.638 1.228 0.295
C: -1.079 -1.604 0.074
C: 0.921 -0.076 0.100
C: -0.459 -0.228 0.031
N: 1.741 -1.163 0.121
C: -1.669 1.059 0.383
O: -2.823 0.813 0.716
H: 2.716 -1.044 0.350
H: 1.340 -2.082 0.216
H: -1.136 1.950 0.758
H: -1.596 0.137 -1.823
H: -0.356 1.480 -1.452
H: 2.587 1.232 -0.243
H: 1.851 1.371 1.357
H: 1.070 2.086 -0.049
H: -0.769 -2.137 0.976
H: -2.162 -1.496 0.080
H: -0.810 -2.214 -0.793

=====

Model c:
Below is an isolated molecule of C6H11NO, with properties calculated with wB97M-V/def2-TZVPD.

As for the net charge: 0. The HOMO-LUMO gap comes out at 8.52 eV. Its SMILES is C[C@@]12CCO[C@H]1[C@H]2N.

Positions of all 19 atoms, in Å:
C: 0.648 1.208 -0.578
C: 0.061 0.188 0.370
C: -1.378 0.515 0.778
C: -2.051 -0.099 -0.161
C: -0.210 -1.255 -0.094
C: 1.204 -0.872 0.484
H: 1.591 1.620 -0.138
H: 0.026 2.170 -0.973
H: 0.921 0.850 -1.480
H: -1.721 0.178 1.820
H: -1.211 1.500 1.231
H: -2.851 -0.641 -0.021
H: -2.369 0.549 -1.064
H: -0.568 -2.123 0.538
H: 1.431 -1.163 1.399
H: 3.144 -1.002 0.087
H: 2.207 -0.300 -1.166
N: 2.324 -0.260 -0.098
O: -1.197 -1.064 -0.935

=====

We find model b to be the most stable, with the next structure 3.172 eV higher.

=====

Model a:
Below is C4H5NS2 as an isolated structure, with properties calculated with wB97M-V/def2-TZVPD.

As for the net charge: 0. The HOMO-LUMO gap comes out at 8.78 eV.

Positions of all 12 atoms, in Å:
C: 0.963 0.532 0.085
C: -0.679 0.893 0.236
C: -1.756 -0.116 -0.180
C: -2.835 -0.744 -0.234
H: 3.519 -0.303 -0.571
H: 0.361 -1.460 0.188
H: -0.774 1.316 1.168
H: -0.728 1.927 -0.331
H: -3.783 -1.271 -0.094
N: 1.076 -0.783 -0.122
S: 2.507 -1.637 0.007
S: 2.128 1.647 -0.153

=====

Model b:
Below is an isolated molecule of C4H5NS2, with properties calculated with wB97M-V/def2-TZVPD.

As for the net charge: 0. The HOMO-LUMO gap comes out at 8.20 eV. Its SMILES is N#CCCSC=S.

Positions of all 12 atoms, in Å:
C: -1.897 0.799 1.121
C: 0.667 0.636 0.229
C: 1.034 -0.281 -1.002
C: 0.320 -1.523 -1.098
H: -3.082 1.079 1.180
H: 0.742 -0.181 1.085
H: 1.609 1.157 0.244
H: 2.046 -0.627 -0.979
H: 0.741 0.181 -1.979
N: -0.010 -2.700 -1.016
S: -1.299 -0.408 2.124
S: -0.873 1.870 0.090

=====

Model c:
Below is an isolated molecule of C4H5NS2, with properties calculated with wB97M-V/def2-TZVPD.

As for the net charge: 0. The HOMO-LUMO gap comes out at 9.09 eV. Its SMILES is S=C1N[C@H]2C[C@H]2S1.

Positions of all 12 atoms, in Å:
C: 1.747 0.282 0.000
C: -0.561 -0.495 -0.492
C: -1.199 -0.132 0.810
C: -0.794 0.896 -0.115
H: 1.243 -1.644 -0.461
H: -1.132 -0.824 -1.374
H: -2.209 -0.466 0.781
H: -0.644 -0.353 1.718
H: -1.440 1.511 -0.688
N: 0.865 -0.683 -0.262
S: 3.382 0.178 0.135
S: 0.741 1.731 -0.052

=====

Model d:
Below is an isolated molecule of C4H5NS2, with properties calculated with wB97M-V/def2-TZVPD.

As for the net charge: 0. The HOMO-LUMO gap comes out at 7.51 eV. Its SMILES is S=CN1CCC1=S.

Positions of all 12 atoms, in Å:
C: 1.780 -0.180 -0.150
C: -0.199 0.957 -0.037
C: -1.363 0.088 0.129
C: -0.525 -1.086 -0.101
H: 2.120 0.764 -0.345
H: 0.042 1.159 1.166
H: -0.266 1.942 -0.682
H: -1.961 0.242 1.070
H: -2.108 0.458 -0.602
N: 0.565 -0.220 -0.409
S: 2.832 -1.466 0.049
S: -0.918 -2.659 -0.087

=====

We find model c to be the most stable, with the next structure 1.611 eV higher.

=====

Model a:
Below is a 2-piece molecular cluster, C3H9N3O3 overall, with properties calculated with wB97M-V/def2-TZVPD.

As for the net charge: 0. The HOMO-LUMO gap comes out at 8.79 eV. Its SMILES is C=C(N)NN.O=C(O)O.

Positions of all 18 atoms, in Å:
N: 0.381 0.967 -0.862
C: -0.862 0.310 -0.697
N: 0.816 2.028 -0.048
N: -0.935 -0.995 -1.163
C: -1.947 0.929 -0.203
H: 1.072 0.394 -1.351
H: 1.036 1.676 0.886
H: 0.071 2.714 0.075
H: -1.530 -1.533 -0.525
H: -1.472 -0.977 -2.034
H: -2.892 0.413 -0.081
H: -1.922 1.959 0.131
C: 1.276 -1.258 0.990
O: 2.349 -0.919 1.717
O: 1.629 -1.604 -0.256
O: 0.162 -1.430 1.482
H: 0.763 -1.809 -0.688
H: 2.004 -0.863 2.627

=====

Model b:
Below is C3H9N3O3 as an isolated structure, with properties calculated with wB97M-V/def2-TZVPD.

As for the net charge: 0. The HOMO-LUMO gap comes out at 9.48 eV.

Positions of all 18 atoms, in Å:
C: -0.851 -1.487 0.957
C: 0.703 0.323 0.558
N: 0.940 1.656 0.585
N: 1.730 -0.485 0.900
N: -0.575 -0.121 0.526
H: 1.827 1.940 0.195
H: 2.613 -0.053 1.121
H: 0.119 2.206 0.358
H: 1.654 -1.461 0.665
H: -0.404 -2.233 0.290
H: -1.928 -1.637 0.932
H: -0.489 -1.633 1.975
C: -1.247 0.252 -0.958
O: 0.399 0.311 -1.744
O: -1.532 1.593 -0.895
O: -1.988 -0.550 -1.479
H: -1.391 1.925 -1.794
H: 0.420 -0.545 -2.194

=====

We find model b to be the most stable, with the next structure 0.104 eV higher.